{
  "formula": "C4H5NO4",
  "method": "the ωB97M-V functional and the def2-TZVPD basis",
  "species": ["O", "O", "O", "O", "N", "C", "C", "C", "C", "H", "H", "H", "H", "H"],
  "coordinates": [[-3.090, -0.359, -0.551], [0.733, 0.104, 1.673], [-1.553, -1.626, 0.264], [1.037, -0.466, -0.488], [-1.990, -0.554, -0.095], [0.381, 0.013, 0.539], [-1.485, 1.813, -0.164], [-1.091, 0.572, 0.042], [2.355, -0.949, -0.222], [-0.825, 2.654, -0.054], [3.063, -0.123, -0.304], [-2.510, 2.001, -0.453], [2.570, -1.707, -0.970], [2.405, -1.373, 0.783]],
  "mulliken_charge": [-0.620, -0.506, -0.583, -0.270, 1.050, 0.678, -0.831, 0.279, -0.673, 0.289, 0.268, 0.323, 0.251, 0.345],
  "energy_ev": -13905.1749,
  "spin_multiplicity": 1,
  "relative_energy_kj_mol": 408.8,
  "orbital_gap_ev": 10.171,
  "smiles": "C=C(C(=O)OC)[N+](=O)[O-]"
}

***

{
  "formula": "C3H2InO3",
  "method": "the ωB97M-V functional and the def2-TZVPD basis",
  "species": ["In", "O", "O", "O", "C", "C", "C", "H", "H"],
  "coordinates": [[-3.862, -2.020, -2.149], [-2.531, -1.280, -3.680], [-3.349, 0.195, 0.093], [-1.967, -1.103, -1.629], [-1.245, -0.533, -0.551], [-2.145, 0.277, 0.410], [-1.655, -0.759, -2.957], [-0.748, -1.353, -0.002], [-0.471, 0.140, -0.960]],
  "mulliken_charge": [0.320, -0.292, -0.281, 0.217, -0.203, -0.850, -0.504, 0.252, 0.341],
  "total_charge": -1,
  "energy_ev": -14457.1921,
  "spin_multiplicity": 1,
  "orbital_gap_ev": 5.094
}

***

{
  "formula": "C2H11N3P",
  "method": "the ωB97M-V functional and the def2-TZVPD basis",
  "species": ["P", "N", "N", "N", "C", "C", "H", "H", "H", "H", "H", "H", "H", "H", "H", "H", "H"],
  "coordinates": [[1.229, 1.435, 0.235], [-1.187, 1.326, -0.987], [-0.172, -0.772, 1.907], [1.104, -1.299, -0.294], [-0.596, 0.063, -1.371], [0.570, -0.103, -0.445], [-1.403, -0.632, -1.327], [-0.155, -0.347, 2.845], [0.477, -2.129, -0.312], [-1.946, 1.321, -0.283], [-1.465, 1.932, -1.762], [2.543, 0.828, 0.681], [-0.407, -1.783, 2.129], [-1.022, -0.371, 1.460], [-0.109, 0.018, -2.269], [1.812, -1.449, 0.408], [1.777, 2.005, -0.864]],
  "mulliken_charge": [0.068, -0.498, -0.709, -0.360, -0.559, 0.243, 0.398, 0.256, 0.305, 0.202, 0.209, 0.071, 0.262, 0.244, 0.457, 0.294, 0.114],
  "total_charge": 1,
  "energy_ev": -16003.3460,
  "spin_multiplicity": 1,
  "relative_energy_kj_mol": 130.3,
  "orbital_gap_ev": 8.807
}

***

Computed values of largest force on an atom (unit: hartree/bohr) for the preceding records, in sequence: 0.06348, 0.03741, 0.08145.
Computed values of highest occupied orbital energy (unit: eV) for the preceding records, in sequence: -10.80, -2.05, -13.43.